A 9-piece molecular cluster, C7H31NO8 overall in a non-equilibrium geometry. Source: the Open Molecules 2025 dataset; level of theory: ωB97M-V/def2-TZVPD.

Last column: Mulliken charge in e.
Geometry (Å):
C  2.3096  0.5600  -0.1481  -2.07
C  0.8814  0.3743  -0.8358  0.18
C  -0.0085  -0.6196  -0.1311  -0.36
C  -1.0298  -0.1167  0.8677  1.75
C  -2.1724  -0.7503  1.0659  -1.87
C  -1.0782  1.3648  1.2893  0.21
C  -2.4716  2.0285  1.1916  -1.51
N  1.1998  -0.2097  -2.2018  -0.66
H  2.8022  -0.3876  -0.0401  0.44
H  2.8538  1.2368  -0.8519  0.59
H  2.4009  0.9666  0.8688  0.29
H  0.6614  1.4307  -0.8660  0.51
H  -0.5207  -1.2207  -0.9088  0.11
H  0.7440  -1.2877  0.3505  -0.04
H  -2.9784  -0.3948  1.6772  0.36
H  -2.3931  -1.7514  0.6950  0.44
H  -0.6297  1.5386  2.2665  0.22
H  -0.4024  1.9829  0.6508  -0.12
H  -3.1966  1.7335  1.9524  0.39
H  -2.5056  3.1353  1.3429  0.40
H  -2.9511  1.9938  0.2185  0.32
H  0.4177  -0.5562  -2.7409  0.24
H  1.7043  0.5409  -2.6307  0.31
H  2.1651  -2.9600  2.1994  0.29
H  0.6854  -2.6517  2.5551  0.37
O  1.2747  -3.0234  1.8388  -0.64
H  0.7406  -3.7783  -2.9714  0.30
H  1.5168  -3.9474  -1.5273  0.33
O  1.1893  -4.3332  -2.3382  -0.65
H  -1.7935  -3.4840  -1.8153  0.26
H  -2.5454  -2.0916  -2.1516  0.28
O  -2.0222  -2.5982  -1.5254  -0.55
H  -1.3221  -1.5424  2.9005  0.35
H  -0.6824  -1.8334  4.3297  0.28
O  -0.4943  -1.8226  3.3860  -0.67
H  2.5731  3.1128  -2.5031  0.34
H  1.4203  3.0842  -3.6463  0.31
O  2.2980  2.8237  -3.3774  -0.63
H  0.7423  -0.2077  3.5965  0.35
H  1.3272  0.4929  4.6981  0.30
O  0.9954  0.7174  3.8173  -0.63
H  1.8898  4.3994  -0.4421  0.32
H  2.0934  2.8705  -0.4432  0.21
O  1.4555  3.5653  -0.6438  -0.65
H  -1.9738  0.4950  -2.3216  0.33
H  -2.8347  0.9275  -3.5322  0.28
O  -2.3354  0.1933  -3.1645  -0.62

Properties
ΔE to the lowest compared entry with this formula, charge and spin in kcal/mol: 77.2
Kohn-Sham gap in hartree: 0.3301
Calculated total energy in Ha: -941.89528
Structure (SMILES): C=C(CC)C[C@@H](C)N.O.O.O.O.O.O.O.O